[1]
A 3-piece molecular cluster, C23H45INO8P2 overall. Source: the OMol25 dataset; level of theory: ωB97M-V/def2-TZVPD.

Results
- E_HOMO: -11.5 eV

Geometry as ORCA input:
```
! wB97M-V def2-TZVPD RIJCOSX def2/J DEFGRID3
* xyz 1 1
C -5.4024 -4.7953 0.9311
C -4.1694 -4.7426 0.4194
C -3.3996 -3.4716 0.3542
C -2.0011 -3.5314 0.5337
C -1.2841 -2.3644 0.5182
N -1.8637 -1.1622 0.3344
C -0.9486 0.0033 0.3903
C -0.9039 0.6608 1.8032
C -0.7850 -0.3252 2.9882
I -2.6810 -1.1371 3.6693
C -3.2003 -1.0392 0.1147
C -3.7654 0.3568 -0.1329
C -5.2624 0.5735 0.2612
C -5.3512 1.2829 1.6385
C -6.7424 1.1607 2.3276
C -7.1935 -0.3266 2.5025
C -8.3804 -0.6139 1.5192
C -8.2811 -2.0065 0.8236
C -3.9711 -2.2017 0.1241
H -5.8398 -5.7779 1.1152
H -5.9221 -3.8523 1.1015
H -3.7245 -5.6629 0.0286
H -1.4442 -4.4555 0.7007
H -0.2049 -2.4008 0.6813
H -1.2675 0.7962 -0.3021
H 0.0529 -0.2892 0.0423
H -0.0016 1.2973 1.8374
H -1.7853 1.3096 1.9309
H -0.1430 -1.1866 2.7449
H -0.3393 0.1509 3.8690
H -3.6994 0.5298 -1.2260
H -3.1818 1.1348 0.3714
H -5.6716 1.2821 -0.4812
H -5.8587 -0.3444 0.1845
H -4.5454 0.9690 2.3239
H -5.1985 2.3681 1.4741
H -6.7055 1.7017 3.2900
H -7.4429 1.7398 1.6997
H -6.3264 -0.9455 2.2024
H -7.4539 -0.5615 3.5438
H -8.4089 0.1402 0.7163
H -9.3104 -0.5325 2.1052
H -8.5771 -1.8840 -0.2307
H -8.9748 -2.7134 1.3021
H -7.2663 -2.4258 0.8638
H -5.0495 -2.1655 -0.0287
C 3.5434 0.4567 -1.7600
O 3.8553 1.5060 -0.8523
P 2.7461 2.7575 -0.6913
O 1.4758 1.9609 -0.8024
O 3.2227 3.3748 -2.1329
C 4.5986 3.7640 -2.2834
O 2.0436 4.2056 -0.2393
C 1.2673 4.8960 -1.2161
H 4.4765 -0.0626 -1.9817
H 2.8531 -0.2487 -1.2981
H 3.1228 0.8467 -2.6869
H 5.1288 3.0078 -2.8623
H 5.0939 3.8893 -1.3197
H 4.6321 4.7098 -2.8214
H 0.7397 4.2064 -1.8741
H 1.9059 5.5517 -1.8069
H 0.5425 5.5069 -0.6796
C 11.0835 -0.8282 -2.4290
O 9.7570 -0.8181 -2.9529
P 8.6774 0.2706 -2.2768
O 9.6038 1.4241 -2.0531
O 8.5037 -0.6780 -0.9450
C 8.0271 -2.0153 -1.1335
O 7.2439 1.0907 -1.9689
C 6.9962 1.4974 -0.6276
H 11.5370 -1.7758 -2.7204
H 11.6640 -0.0162 -2.8620
H 11.0802 -0.7534 -1.3416
H 8.8614 -2.7118 -1.0537
H 7.5463 -2.1448 -2.1050
H 7.3042 -2.2384 -0.3491
H 7.9144 1.7712 -0.1085
H 6.4927 0.6968 -0.0851
H 6.3357 2.3585 -0.6600
*
```

---

[2]
C6H8 as an isolated structure. Source: the OMol25 dataset; level of theory: ωB97M-V/def2-TZVPD.

Results
- E_HOMO: -7.7 eV
- Relative energy (zero: lowest compared OMol25 entry of this formula, charge and spin): 5.5710 eV

Geometry as ORCA input:
```
! wB97M-V def2-TZVPD RIJCOSX def2/J DEFGRID3
* xyz 0 1
C -1.3362 1.2166 0.3980
C -1.0605 0.1614 -0.4102
C -0.1804 2.1088 0.1794
C 0.2316 0.6971 -0.2109
C -1.5046 -1.1414 -0.9067
C 1.5729 -0.2162 1.0218
H -0.2167 2.6631 -0.6454
H 0.2632 2.5632 0.9387
H -0.7032 -1.5553 -1.5859
H -2.4868 -1.2776 -1.4642
H -1.4107 -1.7864 -0.0293
H 1.1763 -1.2555 0.9509
H 1.3893 0.3487 1.8430
H 2.4607 -0.0297 0.4587
*
```

---

[3]
H24O12 as an isolated structure. Source: the OMol25 dataset; level of theory: ωB97M-V/def2-TZVPD.

Results
- E_HOMO: -7.5 eV
- Relative energy (zero: lowest compared OMol25 entry of this formula, charge and spin): 19.8564 eV

Geometry as ORCA input:
```
! wB97M-V def2-TZVPD RIJCOSX def2/J DEFGRID3
* xyz 0 1
O 9.5081 4.2765 -20.2045
H 9.1421 3.9673 -21.0331
H 8.7438 4.4969 -19.6720
O 12.5238 1.5389 -19.9522
H 12.9382 2.3549 -20.2325
H 12.1420 1.7444 -19.0988
O 12.6696 4.8024 -18.1352
H 12.9766 5.4717 -17.5236
H 13.2727 4.0694 -18.0114
O 13.7226 3.1095 -20.2262
H 13.8408 3.9254 -20.7124
H 14.4838 3.0624 -19.6477
O 12.3610 3.1030 -22.1401
H 12.0496 2.2005 -22.0712
H 12.1186 3.5048 -21.3058
O 11.1245 5.6933 -18.9940
H 11.7739 5.2430 -18.4539
H 10.2829 5.4587 -18.6030
O 13.7535 4.6293 -21.5938
H 13.2198 4.0150 -22.0979
H 13.1181 5.1897 -21.1484
O 11.7025 3.7913 -20.2024
H 10.7992 4.0202 -19.9837
H 12.2103 4.0604 -19.4369
O 11.5300 2.7406 -17.9926
H 11.2491 1.9324 -17.5636
H 12.4150 2.8932 -17.6612
O 12.3482 5.9623 -20.7764
H 11.6619 5.6954 -21.3879
H 11.8810 6.1705 -19.9673
O 9.5365 6.2717 -20.9784
H 9.6589 5.5620 -20.3479
H 10.0385 5.9995 -21.7466
O 10.0440 1.8909 -19.6385
H 10.1012 2.8217 -19.8543
H 9.3964 1.8470 -18.9349
*
```

---

[4]
ClO4Sr as an isolated structure. Source: the OMol25 dataset; level of theory: ωB97M-V/def2-TZVPD.

Results
- E_HOMO: -10.6 eV
- Relative energy (zero: lowest compared OMol25 entry of this formula, charge and spin): 4.8065 eV

Geometry as ORCA input:
```
! wB97M-V def2-TZVPD RIJCOSX def2/J DEFGRID3
* xyz 1 1
Sr -1.1223 -2.1680 -3.5726
Cl 0.2362 0.4109 0.6280
O -0.4262 -0.8350 0.3592
O -0.6652 1.2813 1.4894
O 1.2977 0.2378 1.6350
O 0.6798 1.0729 -0.5390
*
```

---

[5]
C3H2MgO4 as an isolated structure. Source: the OMol25 dataset; level of theory: ωB97M-V/def2-TZVPD.

Results
- E_HOMO: -6.5 eV
- Relative energy (zero: lowest compared OMol25 entry of this formula, charge and spin): 1.9720 eV

Geometry as ORCA input:
```
! wB97M-V def2-TZVPD RIJCOSX def2/J DEFGRID3
* xyz 0 1
O 2.2124 0.8434 0.1422
C 2.5807 -0.2621 -0.1085
O 3.2338 -1.1205 -0.5309
O -1.4119 1.7523 -0.1800
C -2.0741 0.6917 -0.4446
C -1.3593 -0.5854 0.0018
O -0.1307 -0.4365 0.6524
Mg 0.3041 1.4384 0.7456
H -1.2597 -1.2012 -0.9184
H -2.0952 -1.1202 0.6403
*
```

---

[6]
A 7-piece molecular cluster, C51H100Cl2IN4O13S7 overall. Source: the OMol25 dataset; level of theory: ωB97M-V/def2-TZVPD.

Results
- E_HOMO: -10.3 eV

Geometry as ORCA input:
```
! wB97M-V def2-TZVPD RIJCOSX def2/J DEFGRID3
* xyz 1 1
C -5.2494 -4.1842 2.9222
C -4.2925 -3.0661 3.3806
C -3.0179 -2.9158 2.5205
C -2.7884 -1.4987 1.9672
C -1.9069 -1.5713 0.7239
C -1.4194 -0.2361 0.1576
N -2.2038 0.4918 -0.8316
C -2.8740 -0.1884 -1.9159
C -2.0231 -0.1400 -3.2298
C -0.5545 -0.4822 -3.0100
C -0.2592 -1.9619 -2.6999
C 1.1660 -2.1365 -2.1103
C 1.1853 -2.8689 -0.7484
C 2.0557 -2.1279 0.2849
O 1.4691 -2.1663 1.5795
C 1.4009 -0.9183 2.2312
C -4.2396 0.3988 -2.3782
N -5.1904 1.0946 -1.3993
C -6.4294 0.3091 -0.9856
C -6.6455 -1.1676 -1.3249
C -7.0223 -1.4999 -2.7769
I -5.2852 -2.5735 -0.4942
C -5.7219 2.3495 -2.0927
Cl -6.4236 1.8857 -3.6704
C -6.7641 3.1888 -1.2926
C -8.1728 3.3057 -1.8872
Cl -6.1774 4.8548 -1.0635
C -4.3371 1.3818 -0.1706
N -4.9492 2.3420 0.7351
C -5.0244 2.1031 1.9330
S -4.9830 1.9880 3.4750
C -2.8418 1.7220 -0.4232
C -2.4419 2.8780 -1.3463
C -2.7064 4.3013 -0.7939
C -1.5563 5.2857 -1.0944
N -0.9977 5.9604 0.0915
H -4.7302 -4.9786 2.3849
H -5.7040 -4.6487 3.7988
H -6.0683 -3.7953 2.3182
H -4.8513 -2.1274 3.4174
H -3.9828 -3.3089 4.3966
H -2.1648 -3.1705 3.1418
H -3.0303 -3.6444 1.7044
H -3.7727 -1.0473 1.7822
H -2.2984 -0.8851 2.7283
H -2.3093 -2.2559 -0.0247
H -0.9965 -2.0587 1.0884
H -1.2402 0.4109 1.0192
H -0.4154 -0.4129 -0.2469
H -2.9746 -1.2582 -1.7418
H -2.0778 0.8492 -3.6917
H -2.4421 -0.8994 -3.9023
H -0.0388 -0.2497 -3.9488
H -0.0988 0.1904 -2.2823
H -0.3255 -2.4866 -3.6546
H -1.0263 -2.3581 -2.0322
H 1.7591 -2.6765 -2.8477
H 1.6060 -1.1445 -2.0052
H 1.6233 -3.8549 -0.8919
H 0.1896 -3.0071 -0.3341
H 2.2753 -1.1024 -0.0175
H 3.0128 -2.6591 0.3380
H 0.6117 -0.9628 2.9843
H 1.1658 -0.1010 1.5433
H 2.3412 -0.6946 2.7467
H -3.9726 1.1610 -3.1030
H -4.7599 -0.3595 -2.9480
H -6.5237 0.4082 0.0955
H -7.3252 0.7812 -1.3843
H -7.5587 -1.3778 -0.7672
H -7.6524 -2.3879 -2.7655
H -6.1644 -1.7323 -3.4043
H -7.6080 -0.6795 -3.1898
H -4.8992 3.0084 -2.3488
H -6.9167 2.7939 -0.2957
H -8.6549 2.3371 -2.0119
H -8.7558 3.8436 -1.1385
H -8.1958 3.9153 -2.7858
H -4.3079 0.4142 0.3349
H -2.4738 2.0060 0.5628
H -2.8296 2.8083 -2.3645
H -1.3587 2.7848 -1.4469
H -3.5599 4.6864 -1.3428
H -2.9373 4.2700 0.2713
H -0.7640 4.7940 -1.6619
H -1.9426 6.0560 -1.7601
H -1.4855 5.6585 0.9256
H -0.0325 5.6680 0.1946
C -0.0135 -8.0086 4.2242
C 0.6693 -7.4020 5.4576
C 0.5095 -5.8786 5.3674
S -1.0044 -5.5915 4.4404
O -0.6633 -4.9488 3.1954
O -2.0161 -5.0315 5.3052
C -1.3657 -7.3120 4.1127
H -0.1300 -9.0871 4.3142
H 0.5823 -7.8093 3.3315
H 0.1833 -7.7696 6.3636
H 1.7201 -7.6811 5.5139
H 0.4118 -5.4095 6.3433
H 1.3228 -5.4156 4.8118
H -1.8239 -7.4007 3.1300
H -2.0566 -7.6518 4.8844
C 2.6851 -6.9629 -2.0846
C 1.7136 -7.9833 -2.6934
C 1.3579 -8.9909 -1.5933
S 1.5129 -8.1063 -0.0339
O 2.5883 -8.6895 0.7263
O 0.2081 -7.9222 0.5517
C 2.0820 -6.5623 -0.7424
H 2.8225 -6.0981 -2.7328
H 3.6616 -7.4261 -1.9299
H 0.8100 -7.4705 -3.0295
H 2.1451 -8.4858 -3.5575
H 0.3404 -9.3631 -1.6795
H 2.0564 -9.8248 -1.5643
H 2.7929 -6.0940 -0.0651
H 1.2097 -5.9244 -0.8743
C 6.7990 -0.2478 2.8961
C 6.4096 1.2359 2.8963
C 6.3168 1.6856 1.4353
S 5.8769 0.2248 0.4875
O 6.9631 -0.1191 -0.3944
O 4.5250 0.3609 -0.0054
C 5.8884 -0.9162 1.8708
H 6.6850 -0.6984 3.8814
H 7.8428 -0.3574 2.5944
H 5.4372 1.3544 3.3825
H 7.1284 1.8435 3.4389
H 5.5515 2.4426 1.2777
H 7.2757 2.0450 1.0658
H 6.2429 -1.8859 1.5282
H 4.8658 -0.9973 2.2402
C -3.1740 2.8859 -5.5701
C -4.2280 3.8020 -6.2083
C -3.8916 5.2427 -5.7978
S -2.1108 5.2822 -5.5337
O -1.8523 5.5297 -4.1363
O -1.4789 6.0683 -6.5560
C -1.8283 3.5432 -5.8483
H -3.2152 1.8744 -5.9739
H -3.3423 2.8266 -4.4904
H -4.1819 3.7027 -7.2939
H -5.2366 3.5329 -5.8986
H -4.1443 5.9695 -6.5651
H -4.3677 5.5191 -4.8581
H -1.0244 3.1919 -5.2042
H -1.5421 3.4391 -6.8944
C 4.1631 5.8400 -3.1021
C 3.2328 4.8032 -3.7467
C 2.9170 3.7469 -2.6797
S 3.0385 4.5884 -1.0956
O 4.1306 4.0196 -0.3515
O 1.7246 4.6994 -0.5045
C 3.5423 6.1746 -1.7494
H 4.2675 6.7299 -3.7202
H 5.1566 5.4102 -2.9593
H 2.3106 5.2919 -4.0683
H 3.6852 4.3461 -4.6252
H 1.9138 3.3385 -2.7787
H 3.6468 2.9389 -2.6720
H 4.2304 6.6443 -1.0506
H 2.6449 6.7835 -1.8602
C 8.4376 4.9596 6.2926
C 9.4912 4.1221 7.0308
C 10.0347 3.0891 6.0355
S 9.8653 3.8304 4.4050
O 8.9137 3.0564 3.6411
O 11.1628 4.1348 3.8664
C 9.0651 5.3343 4.9538
H 8.1534 5.8448 6.8590
H 7.5379 4.3625 6.1274
H 10.3013 4.7707 7.3685
H 9.0750 3.6339 7.9106
H 11.0838 2.8580 6.2005
H 9.4489 2.1718 6.0404
H 8.3463 5.6506 4.2016
H 9.8411 6.0896 5.0728
*
```